Version 1
C6H9N as an isolated structure. Source: OMol25; level of theory: ωB97M-V/def2-TZVPD.

Orbital gap in eV: 9.1
Net charge: 0

The geometry in XYZ format:
```
16
Properties=species:S:1:pos:R:3:mulliken_charge:R:1
C -1.420 -0.520 -0.725 -1.205
C -0.859 0.191 0.492 0.994
C -0.710 1.707 0.546 -0.804
C 0.597 1.614 0.269 -0.594
C 0.631 0.122 0.416 0.586
C 1.480 -0.860 -0.338 -1.288
N -0.114 -0.319 1.636 -0.734
H -1.535 -1.592 -0.551 0.286
H -2.365 -0.088 -1.037 0.344
H -0.725 -0.412 -1.578 0.273
H -1.352 2.524 0.862 0.389
H 1.357 2.326 -0.038 0.386
H 1.079 -1.881 -0.305 0.348
H 1.594 -0.588 -1.394 0.315
H 2.477 -0.884 0.115 0.364
H -0.135 -1.340 1.632 0.339
```

Version 2
One molecule with the formula C6H9N. Source: OMol25; level of theory: ωB97M-V/def2-TZVPD.

Orbital gap in eV: 10.2
Net charge: 0

The geometry in XYZ format:
```
16
Properties=species:S:1:pos:R:3:mulliken_charge:R:1
C 0.645 1.304 0.066 -1.140
C 0.676 0.094 -0.791 0.095
C 0.598 -0.045 0.934 -0.081
C -0.840 -0.560 0.775 -0.443
C -1.703 0.374 -0.213 -0.673
C -0.763 -0.540 -0.768 -0.383
H 1.465 1.770 0.460 0.314
H -0.033 2.100 -0.019 0.288
H 1.065 0.032 -1.847 0.521
H 2.292 -0.582 -0.094 0.225
H 0.827 -0.186 1.897 0.774
H -1.571 -1.196 1.577 0.270
H -2.776 -0.031 0.085 0.233
H -2.002 1.441 -0.116 0.231
H -0.786 -1.412 -1.364 0.419
N 1.405 -0.814 -0.085 -0.650
```

Stability ranking, top and bottom: version 1 is the most stable and version 2 is the least stable.